DFT (ωB97M-V/def2-TZVPD) results for C37H50ClN4O6PV as an isolated structure.

```
100
Properties=species:S:1:pos:R:3:lowdin_charge:R:1
V 0.311 -0.525 0.643 0.9906
O 7.285 -4.342 0.218 0.1584
C 5.998 -4.455 -0.124 -0.4784
O 5.520 -5.503 -0.444 0.1567
C 5.139 -3.217 -0.068 -0.1001
C 4.062 -3.170 -0.952 0.0306
C 3.152 -2.137 -0.887 -0.0096
C 3.317 -1.159 0.086 -0.2552
C 4.400 -1.163 0.948 -0.0064
C 5.319 -2.203 0.860 0.0217
N 2.307 -0.131 0.184 0.0492
C 2.644 1.080 -0.026 0.0202
C 1.588 2.084 -0.073 -0.2290
C 1.818 3.413 -0.361 0.0487
C 0.717 4.254 -0.517 0.0194
C -0.549 3.717 -0.396 0.0158
C -0.692 2.364 -0.095 -0.0819
N 0.352 1.563 0.079 0.0359
H 7.567 -3.422 0.298 0.1188
H 3.948 -3.968 -1.673 0.1379
H 2.319 -2.085 -1.575 0.1189
H 4.517 -0.394 1.697 0.1145
H 6.145 -2.231 1.561 0.1334
H 3.676 1.346 -0.250 0.1715
H 2.828 3.780 -0.478 0.1408
H 0.855 5.302 -0.747 0.1380
H -1.431 4.325 -0.533 0.1327
H -1.670 1.916 0.012 0.1212
O -1.569 -0.558 0.138 -0.0844
C -1.397 -0.936 -1.089 -0.5703
O -0.357 -0.671 -1.690 0.0670
C -2.480 -1.797 -1.697 -0.1549
N -2.137 -2.133 -3.117 0.1105
C -3.439 -2.576 -3.749 -0.0665
C -4.489 -1.671 -3.106 -0.1109
C -3.874 -1.155 -1.786 -0.0774
H -2.505 -2.742 -1.146 0.1840
H -1.412 -2.852 -3.177 0.1813
H -1.753 -1.305 -3.585 0.1934
H -3.565 -3.624 -3.485 0.1438
H -3.349 -2.485 -4.828 0.1448
H -5.404 -2.233 -2.933 0.1322
H -4.740 -0.842 -3.764 0.1275
H -4.464 -1.426 -0.915 0.1352
H -3.788 -0.069 -1.797 0.1294
Cl -0.187 -8.541 -1.488 0.7735
C 0.149 -7.033 -0.749 -0.6431
C 0.048 -5.866 -1.506 -0.0841
C 0.312 -4.650 -0.909 -0.0291
C 0.693 -4.595 0.435 -0.1406
C 0.819 -5.772 1.174 0.0257
C 0.533 -6.991 0.588 -0.0518
C 1.053 -3.330 1.079 -0.4456
O 1.685 -3.153 2.076 0.1360
O 0.574 -2.217 0.370 -0.1946
H -0.208 -5.939 -2.554 0.1092
H 0.286 -3.737 -1.492 0.0971
H 1.148 -5.728 2.202 0.1344
H 0.620 -7.910 1.148 0.1249
C -2.724 -0.889 3.785 -0.0601
C -1.382 -1.369 4.352 -0.5976
C -1.094 -2.747 3.744 -0.0530
C -1.507 -1.474 5.882 -0.0422
P -0.020 -0.173 3.946 1.1591
N 0.282 -0.339 2.253 -0.1288
C 1.598 -0.525 4.811 -0.5849
C 1.805 -2.014 5.126 -0.0575
C 1.648 0.249 6.138 -0.0550
C 2.752 -0.111 3.887 -0.0761
C -0.555 1.612 4.088 -0.5817
C 0.637 2.524 3.753 -0.0639
C -1.688 1.918 3.083 -0.0701
C -1.067 1.944 5.495 -0.0496
H -3.447 -1.683 3.976 0.1077
H -2.693 -0.724 2.707 0.0764
H -3.094 0.004 4.281 0.0766
H -1.924 -3.397 4.025 0.1101
H -0.179 -3.204 4.103 0.0700
H -1.071 -2.704 2.652 0.0732
H -2.389 -2.081 6.090 0.1123
H -1.662 -0.511 6.366 0.0753
H -0.659 -1.968 6.349 0.0743
H 1.115 -2.395 5.873 0.0779
H 2.805 -2.091 5.555 0.1108
H 1.786 -2.640 4.242 0.0564
H 0.808 0.015 6.792 0.0867
H 1.714 1.327 6.014 0.0723
H 2.552 -0.072 6.655 0.1108
H 2.797 -0.774 3.025 0.0487
H 3.677 -0.237 4.452 0.1131
H 2.708 0.923 3.557 0.0701
H 1.030 2.337 2.752 0.0655
H 1.449 2.454 4.471 0.0720
H 0.275 3.552 3.779 0.1059
H -1.672 1.293 2.193 0.0379
H -1.586 2.956 2.767 0.0960
H -2.668 1.818 3.541 0.0853
H -0.326 1.803 6.279 0.0752
H -1.966 1.386 5.747 0.0767
H -1.340 3.000 5.491 0.1133
```

The spin multiplicity is 1. Its net charge is +3. Its HOMO energy is -15.77 eV. As for the LUMO energy: -0.3470 Ha. Its gap between HOMO and LUMO is 6.33 eV.

DFT (ωB97M-V/def2-TZVPD) results for C40H37BrF4N2O3PRh as an isolated structure.

```
89
Properties=species:S:1:pos:R:3:nbo_charge:R:1
Rh 0.467 0.552 0.352 1.1326
C 5.496 2.783 0.861 -0.4187
N 4.054 2.898 1.034 -0.3657
C 3.536 4.244 1.273 -0.4182
C 3.204 1.901 0.826 0.6772
O 1.973 2.091 0.866 -0.7118
C 3.790 0.530 0.509 -0.1534
O 2.798 -0.472 0.356 -0.5411
C 2.810 -1.518 1.316 -0.1702
C 1.754 -1.280 2.384 0.6663
O 1.020 -0.268 2.303 -0.7008
N 1.627 -2.147 3.376 -0.3601
C 2.413 -3.362 3.516 -0.4151
C 0.568 -1.987 4.373 -0.4236
H 5.978 3.495 1.527 0.2365
H 5.853 1.791 1.128 0.2129
H 5.781 3.012 -0.166 0.2214
H 4.215 4.762 1.946 0.2263
H 3.470 4.798 0.335 0.2177
H 2.555 4.178 1.729 0.2353
H 4.352 0.590 -0.427 0.2323
H 4.490 0.245 1.299 0.2149
H 2.566 -2.438 0.785 0.2483
H 3.807 -1.628 1.751 0.2178
H 3.281 -3.362 2.863 0.2125
H 2.760 -3.437 4.546 0.2318
H 1.794 -4.231 3.287 0.2223
H -0.004 -1.092 4.156 0.2493
H -0.088 -2.857 4.338 0.2177
H 1.016 -1.916 5.363 0.2233
F 2.806 0.287 -6.565 -0.2562
C 2.152 0.026 -5.457 0.3636
C 1.547 -1.207 -5.273 0.2674
F 1.615 -2.129 -6.211 -0.2559
C 0.859 -1.458 -4.093 0.4175
F 0.256 -2.640 -3.992 -0.2954
C 0.771 -0.525 -3.063 -0.4692
P -0.237 -0.854 -1.582 0.9552
C -1.922 -0.702 -2.165 -0.4355
C -2.577 0.504 -1.931 -0.1210
C -3.830 0.725 -2.481 -0.2243
C -4.430 -0.259 -3.251 -0.1468
C -3.782 -1.469 -3.475 -0.1972
C -2.526 -1.692 -2.943 -0.1820
C 0.069 -2.590 -1.158 -0.4021
C 1.361 -3.107 -1.272 -0.1548
C 1.625 -4.416 -0.912 -0.2298
C 0.606 -5.222 -0.421 -0.1811
C -0.680 -4.716 -0.308 -0.1869
C -0.952 -3.406 -0.676 -0.2066
C 1.362 0.726 -3.291 -0.1198
Br 1.207 2.181 -2.077 0.1664
C 2.047 0.995 -4.462 0.2951
F 2.612 2.175 -4.665 -0.2737
H -2.110 1.273 -1.330 0.2097
H -4.333 1.666 -2.308 0.2300
H -5.407 -0.088 -3.681 0.2347
H -4.257 -2.236 -4.071 0.2376
H -2.025 -2.632 -3.131 0.2336
H 2.156 -2.495 -1.683 0.2138
H 2.621 -4.822 -1.034 0.2335
H 0.811 -6.248 -0.147 0.2374
H -1.484 -5.349 0.043 0.2347
H -1.966 -3.033 -0.603 0.2361
C -3.498 5.335 -0.874 -0.1579
C -4.092 4.129 -0.518 -0.1971
C -3.360 3.166 0.153 -0.2114
C -2.025 3.422 0.490 -0.0530
C -1.441 4.644 0.142 -0.1792
C -2.174 5.594 -0.547 -0.2055
C -1.235 2.455 1.257 -0.1822
C -1.505 1.157 1.471 -0.0523
C -2.352 0.217 2.053 -0.1813
C -2.198 -1.165 1.816 -0.1978
C -3.030 -2.076 2.432 -0.1601
C -4.017 -1.641 3.310 -0.1899
C -4.169 -0.279 3.573 -0.1982
C -3.356 0.648 2.956 -0.1590
H -4.076 6.081 -1.403 0.2355
H -5.131 3.948 -0.755 0.2310
H -3.817 2.226 0.432 0.2263
H -0.415 4.844 0.425 0.2115
H -1.724 6.539 -0.817 0.2342
H -0.304 2.862 1.661 0.2350
H -1.405 -1.515 1.165 0.1971
H -2.905 -3.133 2.235 0.2136
H -4.664 -2.358 3.794 0.2325
H -4.930 0.057 4.262 0.2374
H -3.480 1.703 3.156 0.2251
```

The spin multiplicity is 5. The expectation value of S² is 6.043. Its net charge is +2. Its HOMO energy (alpha / beta) is -12.02 / -13.75 eV. As for the LUMO energy (alpha / beta): -0.1841 / -0.2576 Ha. Its gap between HOMO and LUMO (alpha / beta) is 7.01 / 6.74 eV.

What are the relative energy (zero: lowest compared OMol25 entry of this formula, charge and spin) values for these records? In order: 66.5, 0.0 kJ/mol.
What are the F_max values for these records? In order: 0.0207, 0.0136 Eh/bohr.